Molecular formula: C23H26N6O2
Method: DFT, the ωB97M-V functional and the def2-TZVPD basis

Atoms and positions in Å:
O: 6.272 0.310 0.455
C: 5.069 0.226 0.579
N: 4.379 -0.904 0.292
C: 3.011 -1.126 0.552
C: 2.500 -0.936 1.834
C: 1.158 -1.141 2.088
C: 0.318 -1.550 1.065
C: 0.837 -1.794 -0.192
C: 2.186 -1.605 -0.467
C: 2.726 -1.947 -1.829
C: 4.206 -1.598 -1.995
C: 4.944 -1.827 -0.679
H: 6.009 -1.610 -0.770
H: 4.807 -2.851 -0.321
H: 4.649 -2.199 -2.789
H: 4.306 -0.545 -2.264
H: 2.137 -1.430 -2.588
H: 2.579 -3.022 -1.979
H: 0.188 -2.133 -0.986
H: -0.736 -1.689 1.250
H: 0.770 -0.979 3.081
H: 3.163 -0.631 2.628
C: 4.254 1.462 1.013
N: 3.045 1.565 0.261
N: 1.856 1.651 0.810
C: 1.045 1.583 -0.242
N: 1.760 1.473 -1.383
N: 2.998 1.463 -1.045
C: -0.398 1.550 -0.175
C: -1.146 1.383 -1.340
C: -2.520 1.293 -1.267
C: -3.171 1.363 -0.039
C: -2.420 1.534 1.117
C: -1.044 1.630 1.055
H: -0.454 1.755 1.949
H: -2.917 1.589 2.075
C: -4.670 1.242 0.013
N: -5.108 0.101 -0.776
C: -6.535 0.054 -1.040
C: -7.346 -0.438 0.167
H: -8.395 -0.572 -0.100
O: -6.889 -1.700 0.605
C: -5.516 -1.659 0.936
C: -4.670 -1.184 -0.253
H: -3.620 -1.113 0.034
H: -4.765 -1.912 -1.065
H: -5.243 -2.676 1.221
H: -5.362 -0.994 1.801
H: -7.279 0.290 0.991
H: -6.881 1.042 -1.347
H: -6.686 -0.645 -1.869
H: -4.998 1.206 1.065
H: -5.113 2.135 -0.441
H: -3.109 1.152 -2.160
H: -0.630 1.323 -2.285
H: 3.993 1.443 2.072
H: 4.896 2.326 0.818

Summary:
2S+1   1
Structure (SMILES)   O=C(Cn1nnc(-c2ccc(CN3CCOCC3)cc2)n1)N1CCCc2ccccc21
Relative energy (zero: lowest compared OMol25 entry of this formula, charge and spin)   34.7 kcal per mole
Energy   -37308.0370 eV
Highest occupied orbital energy   -8.372 eV